248
Properties=species:S:1:pos:R:3 method="wB97M-V/def2-TZVPD" total_charge=+4 e_tot_ev=-440838.07393 e_lumo_ev=-6.73 orbital_gap_ev=7.03
C 2.57 -6.62 -2.75
C 1.11 -6.56 -3.05
C 0.49 -5.29 -2.45
N -0.99 -5.42 -2.12
C -1.85 -5.87 -3.34
C -1.28 -6.32 -0.89
C -2.60 -5.75 -0.32
C -2.28 -4.26 -0.32
C -1.46 -3.99 -1.54
H 2.97 -7.63 -2.79
H 2.92 -6.40 -1.74
H 3.13 -5.99 -3.44
H 0.64 -7.51 -2.78
H 0.98 -6.58 -4.13
H 0.63 -4.42 -3.09
H 1.04 -5.07 -1.54
H -2.91 -5.87 -3.06
H -1.49 -6.86 -3.61
H -1.74 -5.27 -4.24
H -1.28 -7.36 -1.22
H -0.44 -6.15 -0.22
H -3.56 -5.89 -0.81
H -2.67 -6.26 0.65
H -3.17 -3.63 -0.34
H -1.78 -3.95 0.60
H -2.04 -3.46 -2.29
H -0.59 -3.53 -1.08
C 2.38 -1.08 6.27
C 1.70 0.29 6.04
C 1.63 0.88 4.62
N 1.09 2.33 4.62
C -0.35 2.33 5.15
C 1.00 2.94 3.20
C 1.61 4.34 3.30
C 1.73 4.72 4.79
C 1.98 3.30 5.35
H 3.47 -1.12 6.38
H 1.90 -1.76 5.56
H 2.06 -1.58 7.19
H 2.21 0.99 6.70
H 0.74 0.21 6.56
H 0.98 0.33 3.94
H 2.65 0.82 4.25
H -1.05 3.14 4.94
H -0.36 2.03 6.20
H -0.73 1.60 4.44
H -0.01 2.91 2.78
H 1.71 2.37 2.59
H 1.07 5.15 2.81
H 2.63 4.28 2.91
H 0.92 5.26 5.28
H 2.63 5.30 4.96
H 1.66 3.15 6.38
H 2.98 2.93 5.13
C -3.15 3.45 1.13
C -4.35 3.39 0.19
C -4.65 4.83 -0.34
N -6.00 5.09 -1.14
C -5.78 4.48 -2.59
C -6.22 6.62 -1.20
C -7.72 6.77 -1.32
C -8.21 5.78 -0.29
C -7.35 4.57 -0.56
H -2.41 4.00 0.55
H -2.63 2.54 1.45
H -3.40 4.06 1.99
H -5.28 2.94 0.53
H -4.04 2.80 -0.67
H -3.89 5.29 -0.97
H -4.82 5.44 0.55
H -6.71 4.72 -3.11
H -5.76 3.44 -2.27
H -4.94 5.01 -3.04
H -5.63 7.02 -2.02
H -5.82 7.08 -0.30
H -8.18 6.41 -2.24
H -8.06 7.73 -0.93
H -9.26 5.51 -0.40
H -8.26 6.12 0.74
H -7.85 4.00 -1.35
H -7.25 3.85 0.26
C -0.04 4.93 -6.01
C 0.73 4.68 -4.72
C -0.26 5.07 -3.57
N 0.38 4.99 -2.13
C 1.42 3.86 -2.08
C 0.76 6.43 -1.61
C -0.43 6.90 -0.75
C -1.56 5.83 -0.77
C -0.72 4.61 -1.05
H 0.41 4.55 -6.93
H -0.49 5.90 -6.20
H -0.97 4.36 -6.01
H 1.57 5.36 -4.85
H 1.12 3.66 -4.68
H -1.08 4.35 -3.58
H -0.70 6.06 -3.74
H 2.19 4.34 -2.67
H 1.06 3.00 -2.64
H 1.68 3.57 -1.06
H 1.61 6.42 -0.92
H 1.01 7.09 -2.45
H -0.07 7.03 0.27
H -0.71 7.81 -1.28
H -2.08 5.64 0.17
H -2.29 6.16 -1.51
H -0.14 4.34 -0.17
H -1.37 3.78 -1.33
C 6.01 -0.98 2.07
C 5.20 -2.10 1.40
C 5.61 -2.49 -0.02
N 4.68 -3.54 -0.65
C 4.64 -4.79 0.23
C 5.29 -3.94 -2.08
C 3.93 -4.13 -2.87
C 2.75 -3.68 -2.07
C 3.26 -2.93 -0.91
H 6.60 -0.47 1.31
H 6.65 -1.39 2.84
H 5.30 -0.32 2.57
H 4.19 -1.69 1.37
H 5.11 -3.03 1.96
H 6.56 -3.01 0.08
H 5.84 -1.76 -0.79
H 3.95 -4.59 1.05
H 5.66 -5.06 0.50
H 4.17 -5.53 -0.41
H 5.90 -4.84 -1.99
H 5.79 -3.06 -2.47
H 3.85 -5.12 -3.31
H 3.93 -3.55 -3.80
H 2.04 -4.49 -1.91
H 2.11 -3.08 -2.73
H 2.64 -2.99 -0.01
H 3.36 -1.87 -1.12
C -1.02 -1.86 -3.09
C -2.41 -1.59 -2.42
C -3.25 -0.52 -3.24
N -4.60 -0.26 -2.57
C -4.47 0.35 -1.15
C -5.59 0.70 -3.32
C -6.60 -0.34 -3.86
C -6.80 -1.30 -2.71
C -5.37 -1.63 -2.33
H -0.43 -1.01 -3.46
H -1.22 -2.51 -3.94
H -0.40 -2.42 -2.40
H -2.28 -1.24 -1.40
H -2.94 -2.52 -2.24
H -3.32 -0.99 -4.23
H -2.67 0.40 -3.24
H -5.44 0.48 -0.66
H -4.07 1.37 -1.18
H -3.78 -0.28 -0.59
H -5.98 1.40 -2.58
H -4.99 1.12 -4.13
H -7.49 0.20 -4.21
H -6.07 -0.86 -4.65
H -7.43 -0.82 -1.96
H -7.35 -2.20 -2.97
H -5.31 -1.98 -1.29
H -4.98 -2.43 -2.96
C 0.69 -0.61 -2.47
C 1.78 -0.26 -1.34
C 2.68 0.74 -2.02
N 3.67 1.45 -1.03
C 4.47 0.32 -0.29
C 3.06 2.29 0.12
C 4.01 3.47 0.31
C 4.53 3.61 -1.12
C 4.78 2.25 -1.72
H 1.02 -0.88 -3.47
H 0.07 0.23 -2.78
H 0.07 -1.46 -2.20
H 2.37 -1.15 -1.11
H 1.40 0.07 -0.38
H 2.14 1.60 -2.39
H 3.21 0.41 -2.92
H 5.26 0.74 0.34
H 4.76 -0.41 -1.03
H 3.79 -0.23 0.36
H 2.84 1.82 1.07
H 2.11 2.75 -0.18
H 4.85 3.25 0.96
H 3.52 4.37 0.67
H 5.50 4.10 -1.04
H 3.84 4.17 -1.75
H 5.73 1.84 -1.40
H 4.79 2.23 -2.81
C 0.74 -3.00 -0.39
C -0.41 -2.12 0.13
C 0.09 -0.60 0.30
N -0.89 0.19 1.22
C -1.07 -0.57 2.59
C -2.29 0.48 0.53
C -2.11 1.67 -0.38
C -1.01 2.46 0.28
C -0.36 1.65 1.38
H 0.74 -3.88 0.24
H 1.71 -2.63 -0.07
H 0.70 -3.27 -1.45
H -0.71 -2.60 1.06
H -1.33 -2.21 -0.46
H 0.25 -0.05 -0.63
H 1.03 -0.57 0.84
H -0.11 -1.05 2.78
H -1.85 -1.32 2.44
H -1.35 0.19 3.32
H -3.01 0.70 1.32
H -2.62 -0.48 0.13
H -2.86 2.46 -0.43
H -1.85 1.51 -1.43
H -1.41 3.37 0.73
H -0.20 2.75 -0.39
H -0.57 1.94 2.41
H 0.72 1.53 1.48
C -0.89 -2.22 3.46
C 0.64 -2.27 3.52
C 1.11 -3.74 3.40
N 2.50 -4.12 4.00
C 2.49 -3.87 5.54
C 2.89 -5.56 3.67
C 4.40 -5.50 3.69
C 4.89 -4.17 3.24
C 3.63 -3.31 3.29
H -1.30 -1.32 3.93
H -1.35 -2.97 4.11
H -1.24 -2.35 2.44
H 1.02 -1.63 4.31
H 1.03 -1.87 2.58
H 1.17 -4.09 2.36
H 0.32 -4.36 3.83
H 1.76 -4.60 5.88
H 2.12 -2.86 5.70
H 3.44 -4.21 5.97
H 2.41 -6.11 4.48
H 2.53 -5.79 2.67
H 4.74 -5.53 4.72
H 4.87 -6.35 3.19
H 5.68 -3.87 3.93
H 5.29 -4.36 2.24
H 3.83 -2.32 3.70
H 3.33 -3.29 2.24
Br 1.64 -5.12 0.58
Br -1.39 2.18 -2.95
Br 2.64 -0.18 2.10
Br -2.41 2.16 3.33
Br -3.56 -2.31 0.71